Version i
Computed, not measured: one molecule with the formula C3H3NO3, with ωB97M-V/def2-TZVPD.

- E_HOMO (eV) = -10.5
- structure (SMILES) = [H]/N=C(/C=O)OC=O

```
10
Properties=species:S:1:pos:R:3:mulliken_charge:R:1
N 0.793 -1.365 -1.227 -0.563
C 0.237 -0.458 -0.563 0.567
O -0.811 -0.717 0.319 -0.317
C -0.892 0.078 1.413 0.202
O -0.143 0.984 1.657 -0.455
C 0.626 0.993 -0.792 0.030
O -0.103 1.739 -1.391 -0.436
H 0.390 -2.282 -1.028 0.292
H -1.726 -0.248 2.044 0.366
H 1.628 1.277 -0.430 0.314
```

=====

Version ii
Computed, not measured: one molecule with the formula C3H3NO3, with ωB97M-V/def2-TZVPD.

- E_HOMO (eV) = -9.0
- structure (SMILES) = O=COc1co[nH]1

```
10
Properties=species:S:1:pos:R:3:mulliken_charge:R:1
N -1.155 0.957 -1.083 -0.281
C -0.213 0.330 -0.225 0.212
O 1.129 0.360 -0.424 -0.329
C 1.855 -0.429 0.401 0.155
O 1.404 -1.040 1.328 -0.457
C -1.166 -0.115 0.591 -0.023
O -2.182 0.379 -0.236 -0.301
H -1.240 0.506 -1.996 0.269
H 2.901 -0.415 0.074 0.354
H -1.332 -0.532 1.570 0.403
```

=====

Version iii
Computed, not measured: C3H3NO3 as an isolated structure, with ωB97M-V/def2-TZVPD.

- E_HOMO (eV) = -9.4

```
10
Properties=species:S:1:pos:R:3:mulliken_charge:R:1
N 1.615 -0.164 -0.472 -0.292
C 0.368 -0.100 -0.219 0.056
O -0.542 -0.493 -1.135 -0.316
C -1.856 -0.364 -0.731 0.264
O -2.750 -0.668 -1.453 -0.424
C 0.790 0.602 1.516 0.199
O 0.059 0.910 2.366 -0.370
H 2.005 -0.503 -1.344 0.203
H -1.939 0.035 0.291 0.297
H 1.899 0.315 0.704 0.383
```

=====

Which of them is the most stable? Correct choice: version i.

=====

Version i
Computed, not measured: one molecule with the formula C3H3NO3, with ωB97M-V/def2-TZVPD.

- E_HOMO (eV) = -9.4

```
10
Properties=species:S:1:pos:R:3:mulliken_charge:R:1
N 1.033 -1.036 -0.779 -0.551
C 0.567 0.027 -0.334 0.771
O -0.648 0.634 -0.546 -0.250
C -1.789 -0.112 -0.422 0.124
O -1.839 -1.256 -0.086 -0.424
C 1.476 0.530 1.699 -0.260
O 1.337 0.885 0.431 -0.204
H 0.361 -1.547 -1.345 0.287
H -2.639 0.528 -0.686 0.347
H 2.140 1.348 2.068 0.160
```

=====

Version ii
Computed, not measured: a 2-piece molecular cluster, C3H3NO3 overall, with ωB97M-V/def2-TZVPD.

- E_HOMO (eV) = -9.6

```
10
Properties=species:S:1:pos:R:3:mulliken_charge:R:1
C 0.256 -0.687 0.892 0.056
C -1.075 -0.306 -0.063 0.472
C -0.943 1.242 -0.045 0.080
H 2.535 0.603 -0.767 0.402
H 0.106 -0.722 2.104 0.283
H -1.855 1.581 -0.581 0.318
N 1.475 -0.651 0.479 -0.309
O 1.613 -0.509 -0.926 -0.439
O -1.955 -1.083 -0.336 -0.452
O 0.275 1.792 0.160 -0.412
```

=====

Which of them is the most stable? Correct choice: version i.

=====

Version i
Computed, not measured: one molecule with the formula C3H3NO3, with ωB97M-V/def2-TZVPD.

- E_HOMO (eV) = -9.0
- structure (SMILES) = O=COc1co[nH]1

```
10
Properties=species:S:1:pos:R:3:mulliken_charge:R:1
N -1.195 0.931 -1.050 -0.288
C -0.230 0.339 -0.204 0.255
O 1.108 0.428 -0.405 -0.324
C 1.858 -0.369 0.393 0.158
O 1.429 -1.011 1.310 -0.455
C -1.161 -0.199 0.585 -0.053
O -2.195 0.240 -0.257 -0.294
H -1.210 0.563 -2.003 0.267
H 2.900 -0.325 0.055 0.350
H -1.303 -0.597 1.576 0.383
```

=====

Version ii
Computed, not measured: one molecule with the formula C3H3NO3, with ωB97M-V/def2-TZVPD.

- E_HOMO (eV) = -9.1

```
10
Properties=species:S:1:pos:R:3:mulliken_charge:R:1
N 1.781 0.916 0.214 -0.650
C 0.696 0.308 0.040 0.772
O -0.125 0.705 -1.013 -0.305
C -1.293 0.086 -1.192 0.193
O -1.675 -0.829 -0.522 -0.453
C 0.447 -0.968 0.752 -0.407
O -0.076 -0.769 1.928 -0.288
H 1.873 1.640 -0.500 0.293
H -1.913 0.476 -2.004 0.382
H 0.073 -1.623 2.361 0.463
```

=====

Version iii
Computed, not measured: one molecule with the formula C3H3NO3, with ωB97M-V/def2-TZVPD.

- E_HOMO (eV) = -9.4
- structure (SMILES) = Oc1conc1O

```
10
Properties=species:S:1:pos:R:3:mulliken_charge:R:1
C -0.155 0.339 0.074 0.789
C 1.160 0.661 0.022 -0.491
C -0.240 -1.053 -0.041 0.287
H -0.751 2.116 -0.324 0.341
H 1.811 1.563 0.225 0.348
H -2.016 -0.984 0.296 0.356
N 0.975 -1.590 -0.108 -0.432
O -1.204 1.198 -0.095 -0.572
O 1.817 -0.512 -0.041 -0.131
O -1.396 -1.739 -0.009 -0.496
```

=====

Which of them is the most stable? Correct choice: version iii.

=====

Version i
Computed, not measured: one molecule with the formula C3H3NO3, with ωB97M-V/def2-TZVPD.

- E_HOMO (eV) = -9.8
- structure (SMILES) = O=C1CON=CO1

```
10
Properties=species:S:1:pos:R:3:mulliken_charge:R:1
C -0.996 -0.063 -0.031 0.417
C -0.163 1.218 0.379 -0.207
C 0.952 -1.028 0.026 0.115
H -0.487 2.296 0.211 0.322
H -0.094 0.754 1.430 0.241
H 1.320 -2.117 0.283 0.295
N 1.745 -0.105 -0.083 -0.274
O -2.092 0.071 -0.229 -0.409
O 1.056 1.051 -0.311 -0.224
O -0.428 -1.243 0.091 -0.275
```

=====

Version ii
Computed, not measured: one molecule with the formula C3H3NO3, with ωB97M-V/def2-TZVPD.

- E_HOMO (eV) = -10.6
- structure (SMILES) = [H]/N=C(\C=O)OC=O

```
10
Properties=species:S:1:pos:R:3:mulliken_charge:R:1
N -1.002 -0.429 -0.089 -0.560
C 0.232 -0.213 0.115 0.692
O 0.553 1.083 0.100 -0.331
C -0.740 1.688 -0.295 0.257
O -1.426 2.281 0.463 -0.419
C 1.288 -1.280 0.345 -0.051
O 2.466 -1.078 0.452 -0.409
H -1.380 -1.359 -0.107 0.206
H -0.839 1.606 -1.383 0.353
H 0.847 -2.298 0.399 0.262
```

=====

Which of them is the most stable? Correct choice: version ii.

=====

Version i
Computed, not measured: one molecule with the formula C3H3NO3, with ωB97M-V/def2-TZVPD.

- E_HOMO (eV) = -10.2
- structure (SMILES) = O=CC(=O)/C=N\O

```
10
Properties=species:S:1:pos:R:3:mulliken_charge:R:1
C 0.584 -0.807 0.644 -0.138
C -0.810 -0.638 0.059 0.601
C -1.344 0.758 -0.183 0.118
H 2.514 0.937 -0.774 0.375
H 0.750 -1.705 1.226 0.343
H -2.109 0.731 -1.049 0.287
N 1.690 -0.274 0.350 -0.325
O 1.537 0.784 -0.542 -0.359
O -1.483 -1.559 -0.305 -0.454
O -1.328 1.773 0.573 -0.448
```

=====

Version ii
Computed, not measured: one molecule with the formula C3H3NO3, with ωB97M-V/def2-TZVPD.

- E_HOMO (eV) = -10.3
- structure (SMILES) = O=CNC(=O)C=O

```
10
Properties=species:S:1:pos:R:3:mulliken_charge:R:1
N -0.290 -0.610 0.004 -0.180
C 0.394 0.587 0.173 0.725
O 0.378 1.255 1.172 -0.482
C -1.140 -1.129 0.999 0.026
O -0.863 -1.164 2.162 -0.415
C 1.158 1.035 -1.089 -0.123
O 1.666 2.120 -1.129 -0.372
H -0.422 -0.953 -0.938 0.246
H -2.109 -1.468 0.592 0.318
H 1.228 0.327 -1.946 0.256
```

=====

Which of them is the most stable? Correct choice: version ii.

=====

Version i
Computed, not measured: a 2-piece molecular cluster, C4H5ClN2 overall, with ωB97M-V/def2-TZVPD.

- E_HOMO (eV) = -9.1
- structure (SMILES) = ClC1=NN1.C#CC

```
12
Properties=species:S:1:pos:R:3:mulliken_charge:R:1
C 1.361 -0.474 -0.914 0.170
C 1.054 -0.278 0.240 -0.389
C -1.324 0.625 -0.690 0.572
C 0.918 -0.278 1.685 -0.977
N -2.556 0.187 -1.309 -0.468
N -1.445 -0.581 -0.612 -0.311
Cl -0.468 2.104 -0.544 -0.061
H 2.131 -0.732 -1.657 0.352
H -2.559 -0.029 -2.326 0.229
H 1.845 -0.699 2.028 0.288
H 1.021 0.862 1.979 0.259
H 0.023 -0.707 2.119 0.336
```

=====

Version ii
Computed, not measured: one molecule with the formula C4H5ClN2, with ωB97M-V/def2-TZVPD.

- E_HOMO (eV) = -9.0
- structure (SMILES) = [H]/N=C/[C@@H](C#C)NCl

```
12
Properties=species:S:1:pos:R:3:mulliken_charge:R:1
C 1.881 0.070 -1.493 0.363
C 1.334 0.473 -0.504 -0.902
C -0.477 -0.734 0.689 -0.114
C 0.509 0.785 0.635 -0.170
N -1.612 -0.661 0.200 -0.482
N -0.332 1.904 0.367 -0.444
Cl -1.317 2.349 1.742 -0.110
H 2.434 -0.232 -2.330 0.440
H 0.063 -1.550 1.169 0.402
H 1.048 0.882 1.573 0.394
H -2.176 -1.509 0.225 0.245
H -0.980 1.652 -0.381 0.378
```

=====

Version iii
Computed, not measured: one molecule with the formula C4H5ClN2, with ωB97M-V/def2-TZVPD.

- E_HOMO (eV) = -9.2
- structure (SMILES) = [H]/N=C/[C@@H](C#C)NCl

```
12
Properties=species:S:1:pos:R:3:mulliken_charge:R:1
C 1.957 1.784 -0.212 -0.004
C 1.021 1.082 0.034 -1.028
C 0.180 -1.121 0.431 -0.209
C -0.191 0.466 0.378 0.575
N -0.102 -1.799 -0.568 -0.511
N -1.335 0.734 -0.456 -0.495
Cl -2.879 0.150 0.165 -0.117
H 2.830 2.180 -0.615 0.473
H 0.560 -1.608 1.341 0.417
H -0.664 0.508 1.411 0.315
H 0.031 -2.796 -0.501 0.240
H -1.407 0.419 -1.408 0.344
```

=====

Which of them is the most stable? Correct choice: version ii.